Entry from OMol25: a structure of composition C18H25BBrCaCl2F3LiMgN2O8S (ωB97M-V/def2-TZVPD).

- charge = +1
- M (u) = 719.4
- E (eV) = -177254.6938
- Kohn-Sham gap (eV) = 4.68

Each line ends with the Löwdin charge.
Atoms and positions in Å:
Br -1.25741 0.08675 -2.72451  0.727
B 0.61112 -0.38636 -3.12101  -0.684
C 1.82549 -0.00110 -2.27871  -0.259
C 2.59367 0.99918 -2.77475  -0.078
C 3.71234 1.39708 -2.06128  -0.117
N 4.13880 0.85023 -0.92051  0.080
C 3.34909 -0.12428 -0.46376  -0.153
C 2.20517 -0.60101 -1.07046  -0.024
H 0.75851 -1.07100 -4.10353  -0.087
H 2.33557 1.50316 -3.69282  0.102
H 4.31268 2.20925 -2.47922  0.113
H 3.65811 -0.61275 0.46450  0.107
H 1.63126 -1.40867 -0.62461  0.104
F 0.43261 1.80028 -3.42414  -0.551
Cl 0.07384 -1.02740 -7.21062  0.483
C -1.29861 -0.17520 -6.39911  -0.586
C -2.59527 -0.42391 -7.13363  -0.672
Cl -2.61726 0.36047 -8.71698  0.634
H -1.05955 0.88469 -6.34136  0.109
H -1.35774 -0.56104 -5.36329  -0.055
H -3.42081 -0.00917 -6.55364  0.093
H -2.78039 -1.49070 -7.28391  0.062
Mg 1.58790 -2.34033 -6.07510  0.564
O 3.66796 4.01380 3.24376  0.041
C 3.43979 2.87046 3.64958  -0.285
C 3.97391 1.71518 2.33636  -0.284
O 3.73022 0.57104 2.73352  0.024
H 2.39269 2.57789 3.84579  0.087
H 3.98480 2.50540 4.54228  0.131
H 5.03032 1.99797 2.16655  0.133
H 3.45951 2.08527 1.42839  0.107
Ca -1.36461 -2.94484 -4.59155  1.168
C 0.16884 2.36274 1.81800  -0.150
C -1.32306 2.36274 2.03867  -0.135
O -1.73115 1.00907 1.75182  -0.248
S -0.53862 0.00081 2.17786  0.583
O -0.81131 -0.53101 3.45266  -0.176
O -0.26151 -0.82299 1.03967  -0.277
O 0.61437 1.08999 2.31936  -0.187
H 0.41644 2.41546 0.75450  0.140
H 0.66296 3.17216 2.34534  0.114
H -1.83951 3.06376 1.38873  0.143
H -1.57536 2.57844 3.07788  0.119
F -3.56484 -4.27562 -2.43756  -0.030
C -3.24222 -4.50982 -1.11959  -0.296
C -3.79999 -5.53473 -0.40936  -0.022
C -3.41276 -5.69686 0.92665  -0.052
C -2.49228 -4.83931 1.50256  -0.057
C -1.92737 -3.80931 0.75095  -0.101
C -2.30710 -3.65171 -0.56567  -0.066
H -4.52581 -6.19033 -0.87249  0.118
H -3.83977 -6.49950 1.51189  0.112
H -2.20507 -4.97007 2.53599  0.119
H -1.20797 -3.15431 1.19505  0.083
H -1.87265 -2.86312 -1.18389  0.066
F -2.95442 -2.00473 2.19185  -0.627
Li -2.76204 -0.68623 0.47499  0.715
C 0.41300 3.85132 6.93989  0.061
N -0.15096 3.77714 5.56532  -0.421
O -1.34498 3.60235 5.45156  0.087
O 0.63239 3.89826 4.63915  0.046
H -0.39535 3.72784 7.65145  0.099
H 1.14233 3.05189 7.03679  0.104
H 0.88207 4.82534 7.04777  0.106